1.
ORCA calculation (ωB97M-V with the def2-TZVPD basis set) on 4 unconnected molecules or ions with the total composition C21H58N7O8P2 in a non-equilibrium geometry.

## Properties
E_LUMO = -3.24 eV
electronic energy = -2502.55716 Eh
gap between HOMO and LUMO = 7.237 eV
charge = +1

Atoms and positions in Å:
C -0.250 -0.760 1.607
P 1.422 -1.464 1.745
C 2.362 -0.395 0.608
N 2.087 -0.852 3.293
C 1.536 -0.990 4.456
N 0.337 -1.623 4.557
N 2.157 -0.536 5.646
P 2.093 1.162 5.742
N 0.744 1.660 5.228
O 2.370 1.454 7.267
O 3.355 1.757 4.936
H -0.960 -1.577 1.647
H -0.498 -0.020 2.366
H -0.332 -0.311 0.621
H 1.868 -0.404 -0.352
H 3.391 -0.724 0.554
H 2.340 0.629 0.979
H 2.972 -0.367 3.258
H -0.406 -1.093 4.102
H 0.071 -1.752 5.525
H 3.075 -0.952 5.778
H 0.898 2.318 4.473
H 3.221 1.109 7.557
H 4.163 1.260 5.096
C -5.125 4.322 0.450
O -4.286 5.016 1.352
C -4.854 5.253 2.633
C -4.197 4.403 3.697
N -4.535 2.994 3.542
C -3.745 2.078 4.358
C -2.233 2.043 4.163
O -1.809 1.501 2.917
C -1.838 2.407 1.820
H -4.673 4.399 -0.538
H -5.219 3.259 0.703
H -6.123 4.765 0.413
H -5.936 5.100 2.618
H -4.669 6.303 2.874
H -4.535 4.742 4.681
H -3.115 4.584 3.634
H -4.430 2.736 2.571
H -4.125 1.072 4.165
H -3.946 2.295 5.411
H -1.825 1.374 4.927
H -1.761 3.016 4.330
H -1.609 3.426 2.134
H -2.804 2.389 1.312
H -1.087 2.085 1.097
C 3.567 -7.288 -1.660
O 3.303 -6.596 -2.863
C 2.097 -6.972 -3.515
C 1.053 -5.882 -3.424
N 0.556 -5.728 -2.063
C -0.255 -4.538 -1.834
C 0.369 -3.169 -2.076
O 1.378 -2.769 -1.162
C 2.667 -3.310 -1.405
H 4.599 -7.077 -1.384
H 2.918 -6.959 -0.839
H 3.454 -8.367 -1.788
H 1.716 -7.917 -3.120
H 2.339 -7.125 -4.570
H 0.217 -6.137 -4.081
H 1.513 -4.961 -3.809
H 1.341 -5.714 -1.426
H -0.579 -4.571 -0.790
H -1.158 -4.612 -2.448
H -0.421 -2.428 -1.944
H 0.732 -3.057 -3.104
H 2.856 -3.441 -2.472
H 2.807 -4.263 -0.890
H 3.403 -2.613 -1.006
C -1.054 1.094 -6.376
O 0.290 0.851 -6.008
C 1.160 1.966 -6.158
C 1.579 2.528 -4.818
N 0.469 3.181 -4.136
C 0.716 3.517 -2.739
C 1.038 2.389 -1.765
O -0.042 1.510 -1.496
C -0.259 0.495 -2.463
H -1.556 0.130 -6.429
H -1.580 1.716 -5.643
H -1.117 1.574 -7.356
H 0.705 2.738 -6.784
H 2.055 1.605 -6.670
H 2.377 3.259 -4.974
H 1.996 1.694 -4.235
H -0.346 2.585 -4.188
H -0.179 4.023 -2.368
H 1.530 4.247 -2.698
H 1.281 2.854 -0.805
H 1.925 1.818 -2.068
H 0.678 0.147 -2.906
H -0.943 0.821 -3.249
H -0.733 -0.340 -1.946

Mulliken population analysis, charges in e, atoms 1 to 6: C 0.2632; P -0.1623; C -1.1078; N 0.0403; C 0.4490; N -0.4015



2.
ORCA calculation (ωB97M-V with the def2-TZVPD basis set) on a molecular structure, C21H59N6NaO9 in a non-equilibrium geometry.

## Properties
E_LUMO = 0.01 eV
electronic energy = -2003.26425 Eh
gap between HOMO and LUMO = 8.767 eV
charge = 0

Atoms and positions in Å:
Na -24.534 8.910 -11.065
N -22.080 7.039 -12.098
O -22.374 7.435 -10.969
O -22.741 6.301 -12.842
O -21.113 7.493 -12.670
C -20.748 11.393 -9.930
C -22.272 11.210 -10.322
C -22.389 10.912 -11.826
O -23.777 10.894 -12.254
C -23.909 11.446 -13.525
N -22.898 10.188 -9.495
H -20.549 11.149 -8.887
H -20.442 12.438 -9.964
H -20.072 10.691 -10.420
H -22.859 12.108 -10.131
H -21.809 10.055 -12.168
H -21.771 11.628 -12.368
H -24.195 12.497 -13.494
H -24.790 10.918 -13.890
H -23.076 11.159 -14.167
H -22.497 10.206 -8.568
H -22.582 9.295 -9.846
C -20.028 4.686 -10.255
C -20.584 4.821 -8.853
C -19.883 5.870 -8.008
O -18.543 5.630 -8.193
C -17.775 6.874 -8.153
N -22.009 5.120 -8.882
H -19.064 4.190 -10.141
H -19.945 5.685 -10.683
H -20.544 4.101 -11.016
H -20.409 3.899 -8.300
H -20.121 5.769 -6.949
H -20.281 6.840 -8.304
H -16.692 6.769 -8.087
H -18.040 7.359 -7.213
H -18.003 7.507 -9.010
H -22.445 5.499 -8.053
H -21.953 5.907 -9.513
C -24.378 8.757 -16.868
C -24.122 7.566 -15.899
C -23.109 6.558 -16.461
O -23.601 6.040 -17.657
C -22.952 4.902 -18.286
N -23.749 8.209 -14.676
H -23.456 9.228 -17.207
H -25.088 9.529 -16.573
H -24.903 8.379 -17.745
H -25.036 7.012 -15.688
H -22.891 5.706 -15.818
H -22.119 6.991 -16.604
H -21.876 4.931 -18.112
H -23.151 4.967 -19.356
H -23.353 3.934 -17.988
H -22.918 8.747 -14.877
H -23.365 7.539 -14.024
C -20.287 9.011 -16.083
C -19.180 8.343 -16.986
C -17.812 8.389 -16.430
O -16.843 7.621 -17.119
C -16.554 8.037 -18.443
N -19.562 6.935 -17.217
H -20.301 8.480 -15.131
H -21.172 9.115 -16.711
H -20.076 10.052 -15.837
H -19.189 8.776 -17.987
H -17.889 7.778 -15.531
H -17.385 9.340 -16.111
H -15.925 7.289 -18.925
H -15.862 8.861 -18.267
H -17.355 8.401 -19.087
H -18.616 6.585 -17.272
H -19.763 6.577 -16.294
C -28.076 7.496 -14.344
C -27.089 7.644 -13.205
C -26.168 6.456 -12.824
O -25.601 6.604 -11.461
C -25.243 5.349 -10.892
N -26.247 8.822 -13.295
H -28.741 8.357 -14.420
H -28.824 6.714 -14.219
H -27.583 7.248 -15.284
H -27.752 7.739 -12.345
H -25.385 6.340 -13.574
H -26.764 5.543 -12.846
H -26.137 4.991 -10.380
H -24.485 5.557 -10.137
H -24.874 4.625 -11.618
H -26.749 9.515 -13.831
H -25.379 8.583 -13.753
C -20.233 4.152 -14.518
O -19.444 5.250 -14.245
H -20.825 3.888 -13.642
H -21.019 4.342 -15.249
H -19.722 3.196 -14.636
H -19.907 5.880 -13.688

Mulliken population analysis, charges in e, atoms 1 to 6: Na 0.7692; N 0.8571; O -0.5842; O -0.5333; O -0.7227; C -1.5783